# 1
{
  "formula": "C8H5Br3F3NO2Ru",
  "method": "ωB97M-V with the def2-TZVPD basis set",
  "species": ["Ru", "Br", "C", "Br", "H", "H", "Br", "C", "C", "C", "C", "C", "N", "C", "O", "O", "H", "H", "H", "F", "C", "F", "F"],
  "positions_angstrom": [[-0.53, -1.12, 0.30], [-2.31, -3.04, -1.04], [-1.79, -4.24, 0.42], [-0.04, -3.61, 1.07], [-1.70, -5.26, 0.07], [-2.51, -4.15, 1.23], [1.57, -0.18, 2.42], [1.74, 0.99, 0.92], [2.54, 2.11, 0.83], [2.47, 2.85, -0.35], [1.62, 2.47, -1.38], [0.90, 1.31, -1.19], [0.97, 0.60, -0.09], [-0.11, 0.68, -2.29], [-0.25, 1.35, -3.28], [-0.53, -0.41, -1.90], [3.19, 2.39, 1.65], [3.08, 3.74, -0.46], [1.54, 3.05, -2.29], [-1.59, 0.97, 1.69], [-2.23, -0.16, 1.26], [-3.05, -0.56, 2.23], [-2.97, 0.22, 0.20]],
  "orbital_gap_ev": [8.746, 6.204],
  "multiplicity": 6,
  "charge": 1,
  "e_homo_ev": [-12.880, -12.865],
  "mol_weight_g_mol": 544.9,
  "total_energy_ev": -234813.632
}

=====

# 2
{
  "formula": "C3H5N3",
  "method": "ωB97M-V with the def2-TZVPD basis set",
  "species": ["C", "C", "C", "N", "N", "N", "H", "H", "H", "H", "H"],
  "positions_angstrom": [[2.07, 1.89, 0.31], [1.10, 1.61, -0.31], [-0.87, -1.04, 0.30], [-1.52, -0.90, -1.02], [-1.05, -0.22, -1.88], [-0.04, 0.43, -2.10], [2.94, 2.20, 1.00], [-0.95, -0.07, 0.86], [0.18, -1.28, 0.18], [-1.37, -1.91, 0.85], [0.01, 1.16, -2.92]],
  "orbital_gap_ev": [8.418, 7.723],
  "multiplicity": 1,
  "charge": 0,
  "e_homo_ev": [-9.819, -9.359],
  "relative_energy_ev": 8.965,
  "mol_weight_g_mol": 83.1,
  "total_energy_ev": -7653.491
}

=====

# 3
{
  "formula": "C4H5ClN2S",
  "method": "ωB97M-V with the def2-TZVPD basis set",
  "species": ["N", "C", "Cl", "C", "C", "N", "C", "S", "H", "H", "H", "H", "H"],
  "positions_angstrom": [[1.26, 1.66, -0.76], [0.09, 1.32, 0.07], [0.52, 1.72, 1.94], [-0.29, -0.10, 0.07], [0.46, -1.23, -0.11], [-0.29, -2.37, -0.27], [-1.53, -2.12, -0.21], [-1.96, -0.49, 0.24], [1.24, 2.67, -0.56], [2.05, 1.31, -0.19], [-0.83, 1.97, -0.09], [1.49, -1.50, -0.10], [-2.20, -2.84, -0.02]],
  "orbital_gap_ev": 9.674,
  "multiplicity": 1,
  "charge": 0,
  "e_homo_ev": -9.497,
  "relative_energy_ev": 0.903,
  "smiles": "N[C@H](Cl)c1cncs1",
  "mol_weight_g_mol": 148.6,
  "total_energy_ev": -30565.994
}

=====

Copy entry 2 word for word.
{
  "formula": "C3H5N3",
  "method": "ωB97M-V with the def2-TZVPD basis set",
  "species": ["C", "C", "C", "N", "N", "N", "H", "H", "H", "H", "H"],
  "positions_angstrom": [[2.07, 1.89, 0.31], [1.10, 1.61, -0.31], [-0.87, -1.04, 0.30], [-1.52, -0.90, -1.02], [-1.05, -0.22, -1.88], [-0.04, 0.43, -2.10], [2.94, 2.20, 1.00], [-0.95, -0.07, 0.86], [0.18, -1.28, 0.18], [-1.37, -1.91, 0.85], [0.01, 1.16, -2.92]],
  "orbital_gap_ev": [8.418, 7.723],
  "multiplicity": 1,
  "charge": 0,
  "e_homo_ev": [-9.819, -9.359],
  "relative_energy_ev": 8.965,
  "mol_weight_g_mol": 83.1,
  "total_energy_ev": -7653.491
}